Formula: C20H21F6N2O5OsS2SeSi
Source: OMol25
Level of theory: ωB97M-V with the def2-TZVPD basis set

Computed properties:
**Energy**: -147958.2250 eV
**Energy above the lowest of the compared OMol25 structures with the same formula, charge and spin**: 0.000 eV
**LUMO energy (spin up / spin down)**: -3.4 / -5.4 eV
**Kohn-Sham gap (spin up / spin down)**: 8.4 / 6.4 eV

Geometry as ORCA input:
```
! wB97M-V def2-TZVPD RIJCOSX def2/J DEFGRID3
* xyz 1 5
Os -0.153 0.012 0.017
Se 0.194 -0.356 -2.225
S -2.056 -3.031 3.512
S -0.672 -0.823 2.744
Si 1.018 -2.569 -2.657
F -0.603 -4.498 1.858
F -2.165 -3.383 0.856
F -0.558 -0.590 5.373
F 0.744 0.740 4.270
F -2.665 -5.116 2.045
F 1.263 -1.346 4.453
O -2.285 -0.704 0.058
O 0.236 -1.576 1.864
O -3.351 -3.353 3.993
O -0.868 -3.254 4.281
O -0.882 0.520 2.152
N -0.342 2.300 -0.354
N -2.069 -1.481 2.953
C -2.345 5.001 -1.902
C -3.520 4.347 -2.126
C 1.002 4.269 -0.478
C 1.893 2.083 0.423
C 0.270 -0.491 4.357
C 2.697 -0.130 0.972
C -0.018 4.961 -1.050
C -1.854 -4.082 1.970
C -2.619 2.318 -1.166
C 3.873 0.423 1.459
C -1.256 4.327 -1.300
C 0.812 2.913 -0.138
C -3.654 2.993 -1.750
C 1.914 -3.079 -1.138
C 3.071 2.623 0.931
C -1.392 2.974 -0.934
C 1.708 0.697 0.444
C -0.520 -3.511 -3.014
C 4.058 1.799 1.446
C 2.067 -2.248 -4.131
H 4.640 -0.225 1.864
H 2.966 -1.696 -3.855
H -2.577 -0.885 0.979
H 2.368 -3.187 -4.605
H 2.555 -1.199 1.024
H -1.063 -3.739 -2.095
H -1.170 -2.941 -3.679
H -2.573 -1.463 -0.465
H -2.227 6.041 -2.179
H -0.279 -4.455 -3.511
H 0.110 6.000 -1.326
H -4.594 2.485 -1.921
H 1.258 -3.016 -0.266
H 1.511 -1.666 -4.869
H 2.781 -2.435 -0.987
H 4.964 2.231 1.848
H -4.352 4.862 -2.585
H 2.268 -4.111 -1.217
H 1.957 4.741 -0.304
H 3.217 3.694 0.944
H -2.738 1.289 -0.863
*
```

Just the Löwdin charges please, in e? Sure, here they are:
1 Os 1.338
2 Se 0.514
3 S 0.649
4 S 0.643
5 Si 0.266
6 F 0.155
7 F 0.095
8 F 0.185
9 F 0.170
10 F 0.174
11 F 0.182
12 O -0.174
13 O -0.385
14 O -0.228
15 O -0.258
16 O -0.392
17 N 0.024
18 N -0.297
19 C -0.012
20 C -0.051
21 C 0.022
22 C -0.185
23 C -0.675
24 C -0.105
25 C 0.033
26 C -0.655
27 C -0.018
28 C -0.048
29 C -0.141
30 C -0.207
31 C -0.044
32 C -0.203
33 C -0.010
34 C -0.192
35 C -0.307
36 C -0.206
37 C -0.046
38 C -0.215
39 H 0.117
40 H 0.045
41 H 0.051
42 H 0.051
43 H 0.083
44 H 0.032
45 H 0.039
46 H 0.084
47 H 0.124
48 H 0.052
49 H 0.133
50 H 0.116
51 H 0.017
52 H 0.040
53 H 0.036
54 H 0.116
55 H 0.115
56 H 0.055
57 H 0.114
58 H 0.112
59 H 0.076

***

Formula: C7H13NO2
Source: OMol25
Level of theory: ωB97M-V with the def2-TZVPD basis set

Computed properties:
**Energy**: -13055.6636 eV
**Energy above the lowest of the compared OMol25 structures with the same formula, charge and spin**: 0.265 eV
**LUMO energy**: 0.3 eV
**Kohn-Sham gap**: 9.7 eV

Geometry as ORCA input:
```
! wB97M-V def2-TZVPD RIJCOSX def2/J DEFGRID3
* xyz 0 1
O 0.795 -1.865 -0.509
O 1.624 1.446 -1.217
N 2.050 -0.483 -2.312
C -1.951 0.124 -0.975
C -0.696 -1.081 1.647
C -1.133 0.860 0.079
C 0.749 -0.669 -0.332
C -0.056 -0.006 0.761
C 0.841 0.894 1.618
C 1.520 0.243 -1.315
H -0.640 1.710 -0.388
H -1.801 1.249 0.853
H -2.721 0.770 -1.369
H 1.289 1.675 1.012
H -1.320 -0.199 -1.796
H 0.238 1.350 2.402
H -1.159 -1.855 1.035
H 2.619 -0.047 -3.018
H -2.439 -0.747 -0.558
H 1.959 -1.489 -2.276
H 1.634 0.312 2.086
H 0.058 -1.560 2.285
H -1.462 -0.632 2.287
*
```

Just the Löwdin charges please, in e? Sure, here they are:
1 O 0.118
2 O 0.069
3 N 0.184
4 C -0.073
5 C -0.039
6 C -0.194
7 C -0.271
8 C -0.497
9 C -0.029
10 C -0.462
11 H 0.108
12 H 0.121
13 H 0.074
14 H 0.074
15 H 0.075
16 H 0.092
17 H 0.078
18 H 0.120
19 H 0.073
20 H 0.104
21 H 0.092
22 H 0.092
23 H 0.092

***

Formula: C22H56N2O7
Source: OMol25
Level of theory: ωB97M-V with the def2-TZVPD basis set

Computed properties:
**Energy**: -41032.6985 eV
**Energy above the lowest of the compared OMol25 structures with the same formula, charge and spin**: 0.000 eV
**LUMO energy**: 0.5 eV
**Kohn-Sham gap**: 9.2 eV

Geometry as ORCA input:
```
! wB97M-V def2-TZVPD RIJCOSX def2/J DEFGRID3
* xyz 0 1
O -3.552 3.472 -3.815
O 4.976 -2.389 -1.058
O -5.747 3.437 -0.913
O -2.168 -0.172 -0.731
O 6.979 1.504 1.682
O 0.891 -1.795 3.796
O 0.043 4.312 0.725
N 2.653 -4.433 -0.428
N 1.725 -2.812 1.894
C 1.307 4.610 0.137
C -0.382 -1.699 1.731
C 2.256 -5.733 0.109
C -3.651 -3.663 1.745
C 2.245 5.253 1.141
C 4.939 2.682 2.253
C -1.766 2.215 -0.922
C -2.221 -3.879 -0.272
C 5.704 -1.242 -0.623
C -2.322 0.969 -1.581
C 1.662 -2.370 0.482
C -1.273 -2.950 1.858
C -2.522 -2.982 0.945
C -5.166 2.625 -5.427
C -4.883 2.983 -3.980
C 0.405 -1.464 0.451
C -5.888 2.118 1.124
C 6.014 1.714 2.711
C -6.165 2.190 -0.366
C 0.797 -2.055 2.666
C 7.102 -1.621 -0.174
C 1.560 -3.465 -0.555
H -3.193 -4.344 2.454
H 3.144 -4.528 -1.304
H 0.584 -3.943 -0.480
H -0.682 -3.848 1.727
H 1.458 -3.792 1.913
H -6.179 2.239 -5.545
H 5.743 -0.550 -1.464
H 4.921 -3.008 -0.320
H 1.579 -2.998 -1.530
H 1.821 6.186 1.522
H 2.608 -5.824 1.136
H -7.232 2.099 -0.562
H -1.794 0.754 -2.508
H -5.585 3.740 -3.624
H -5.052 3.501 -6.071
H -0.336 5.142 1.036
H -1.779 -3.334 -1.097
H 1.721 3.670 -0.225
H -2.811 -1.999 0.620
H 7.646 -2.109 -0.984
H -4.798 3.522 -0.758
H 2.597 -1.843 0.327
H 1.178 -5.886 0.130
H -1.625 -2.963 2.885
H 7.371 2.359 1.472
H -2.643 0.015 0.087
H -2.282 2.419 0.021
H -4.202 -2.942 2.335
H 6.518 2.093 3.606
H 4.190 2.839 3.031
H 2.733 -6.539 -0.434
H 5.379 3.648 1.993
H -4.297 -4.267 1.122
H -4.819 2.228 1.324
H 7.056 -2.329 0.657
H -3.385 1.096 -1.813
H 1.153 5.271 -0.723
H -1.877 3.082 -1.575
H 4.443 2.302 1.358
H -0.112 -1.313 -0.484
H -3.455 4.258 -4.364
H 3.214 5.469 0.689
H -3.160 -4.290 -0.634
H -4.460 1.872 -5.779
H 0.849 -0.476 0.619
H -0.922 -0.813 2.038
H 5.159 -0.758 0.195
H 2.395 4.594 1.997
H -6.222 1.166 1.540
H -1.617 -4.725 0.015
H -6.400 2.928 1.645
H -0.710 2.086 -0.685
H 5.582 0.743 2.949
H 7.661 -0.742 0.149
H -4.978 2.105 -3.343
H -5.649 1.377 -0.891
*
```

Just the Löwdin charges please, in e? Sure, here they are:
1 O -0.090
2 O -0.107
3 O -0.087
4 O -0.101
5 O -0.092
6 O 0.154
7 O -0.092
8 N -0.102
9 N 0.101
10 C -0.318
11 C -0.198
12 C -0.124
13 C -0.071
14 C -0.093
15 C -0.101
16 C -0.082
17 C -0.070
18 C -0.319
19 C -0.288
20 C -0.293
21 C -0.129
22 C -0.372
23 C -0.088
24 C -0.326
25 C -0.100
26 C -0.087
27 C -0.316
28 C -0.321
29 C -0.465
30 C -0.090
31 C -0.187
32 H 0.073
33 H 0.096
34 H 0.091
35 H 0.108
36 H 0.109
37 H 0.075
38 H 0.112
39 H 0.067
40 H 0.126
41 H 0.073
42 H 0.067
43 H 0.114
44 H 0.119
45 H 0.105
46 H 0.072
47 H 0.084
48 H 0.072
49 H 0.109
50 H 0.098
51 H 0.073
52 H 0.076
53 H 0.122
54 H 0.068
55 H 0.114
56 H 0.080
57 H 0.072
58 H 0.068
59 H 0.075
60 H 0.108
61 H 0.073
62 H 0.073
63 H 0.072
64 H 0.065
65 H 0.064
66 H 0.075
67 H 0.087
68 H 0.110
69 H 0.070
70 H 0.073
71 H 0.097
72 H 0.082
73 H 0.074
74 H 0.066
75 H 0.075
76 H 0.120
77 H 0.142
78 H 0.099
79 H 0.066
80 H 0.075
81 H 0.066
82 H 0.077
83 H 0.066
84 H 0.112
85 H 0.061
86 H 0.093
87 H 0.095

***

Formula: C4H7NO
Source: OMol25
Level of theory: ωB97M-V with the def2-TZVPD basis set

Computed properties:
**Energy**: -7798.1437 eV
**Energy above the lowest of the compared OMol25 structures with the same formula, charge and spin**: 1.501 eV
**LUMO energy**: 0.9 eV
**Kohn-Sham gap**: 11.7 eV

Geometry as ORCA input:
```
! wB97M-V def2-TZVPD RIJCOSX def2/J DEFGRID3
* xyz 0 1
O 0.588 -0.078 0.769
N -1.075 2.306 -0.973
C 1.874 0.332 0.337
C -1.561 -0.940 0.244
C -0.367 -0.140 -0.259
C -0.780 1.232 -0.661
H 1.812 1.153 -0.390
H -2.361 -0.954 -0.503
H -1.944 -0.495 1.166
H 2.423 -0.510 -0.112
H 0.044 -0.619 -1.163
H -1.236 -1.965 0.448
H 2.416 0.684 1.222
*
```

Just the Löwdin charges please, in e? Sure, here they are:
1 O -0.157
2 N 0.160
3 C -0.088
4 C -0.031
5 C -0.422
6 C -0.164
7 H 0.088
8 H 0.090
9 H 0.093
10 H 0.093
11 H 0.152
12 H 0.088
13 H 0.095

***

Formula: C30H32N2OS3Sc
Source: OMol25
Level of theory: ωB97M-V with the def2-TZVPD basis set

Computed properties:
**Energy**: -89857.9934 eV
**LUMO energy**: -2.4 eV
**Kohn-Sham gap**: 8.6 eV

Geometry as ORCA input:
```
! wB97M-V def2-TZVPD RIJCOSX def2/J DEFGRID3
* xyz 1 1
Sc 8.923 14.580 7.297
S 8.704 16.979 5.829
S 10.547 16.221 6.489
S 9.907 12.188 9.648
O 9.430 13.438 8.945
N 6.603 14.264 6.830
N 7.768 15.922 8.919
C 5.844 14.465 8.070
C 8.508 9.465 11.330
C 6.413 10.808 5.636
C 7.753 10.585 5.464
C 11.245 9.179 7.899
C 11.709 10.237 8.712
C 7.991 10.606 10.651
C 6.630 9.647 12.903
C 7.287 17.176 8.239
C 7.776 17.746 7.075
C 6.440 17.950 9.055
C 13.124 8.736 9.835
C 8.771 16.219 10.011
C 11.181 11.596 8.452
C 6.011 12.031 6.089
C 7.751 8.961 12.390
C 6.074 19.188 8.666
C 6.670 15.030 9.269
C 8.377 12.716 6.335
C 6.569 19.721 7.489
C 6.241 10.871 12.327
C 8.729 11.500 5.750
C 7.422 19.018 6.679
C 8.655 10.987 9.400
C 6.837 11.260 11.120
C 12.739 10.016 9.592
C 6.987 12.953 6.466
C 5.882 14.769 5.677
C 12.746 7.730 8.998
C 11.786 7.906 8.038
H 5.939 17.523 9.930
H 9.420 9.017 11.080
H 13.283 10.877 10.040
H 5.662 15.841 5.699
H 8.001 7.954 12.748
H 6.316 20.756 7.218
H 8.098 9.608 5.173
H 8.009 11.386 8.608
H 4.999 15.070 7.846
H 6.459 14.643 4.754
H 8.866 15.365 10.615
H 7.876 19.358 5.807
H 13.027 6.718 9.302
H 13.846 8.484 10.602
H 6.113 9.243 13.727
H 5.438 11.507 12.698
H 8.338 17.022 10.599
H 9.761 16.521 9.620
H 5.041 14.168 5.528
H 9.829 11.322 5.606
H 4.991 12.207 6.308
H 7.095 14.121 9.720
H 5.856 15.515 9.879
H 5.677 10.040 5.358
H 12.073 12.245 8.511
H 9.179 10.097 9.122
H 5.485 13.491 8.330
H 5.364 19.759 9.233
H 10.702 11.631 7.427
H 6.460 12.123 10.502
H 11.362 7.089 7.547
H 10.457 9.361 7.088
*
```

Just the Löwdin charges please, in e? Sure, here they are:
1 Sc 0.682
2 S 0.539
3 S 0.146
4 S 1.093
5 O -0.614
6 N -0.225
7 N -0.217
8 C -0.112
9 C -0.016
10 C -0.064
11 C -0.101
12 C -0.032
13 C -0.314
14 C -0.287
15 C -0.056
16 C -0.206
17 C -0.552
18 C -0.031
19 C -0.085
20 C -0.013
21 C -0.246
22 C -0.032
23 C -0.057
24 C -0.064
25 C -0.160
26 C -0.155
27 C -0.047
28 C -0.060
29 C -0.129
30 C -0.106
31 C -0.294
32 C -0.036
33 C -0.048
34 C -0.338
35 C -0.060
36 C -0.083
37 C -0.060
38 H 0.126
39 H 0.096
40 H 0.140
41 H 0.104
42 H 0.115
43 H 0.126
44 H 0.106
45 H 0.110
46 H 0.119
47 H 0.114
48 H 0.064
49 H 0.084
50 H 0.122
51 H 0.118
52 H 0.091
53 H 0.108
54 H 0.094
55 H 0.096
56 H 0.070
57 H 0.110
58 H 0.112
59 H 0.095
60 H 0.135
61 H 0.125
62 H 0.119
63 H 0.078
64 H 0.116
65 H 0.115
66 H 0.089
67 H 0.112
68 H 0.095
69 H 0.133